94
Properties=species:S:1:pos:R:3:forces:R:3 method="wB97M-V/def2-TZVPD" total_charge=0 homo_lumo_gap_ev=9.56 spin_multiplicity=1 smiles="Cc1ccccc1C[C@@]1(F)OS(=O)(=O)O[C@]1(O)[C@@H](C)F.COC(=O)OC.COC(=O)OC.COC(=O)OC.COC(=O)OC.COC(=O)OC" homo_ev=-9.205
C -0.195 -2.684 1.196 -0.4 0.3 -0.6
C 0.224 -1.192 1.088 0.5 1.5 0.2
C -0.491 -0.368 0.107 1.0 0.7 0.7
C -0.235 1.039 -0.108 1.6 -0.6 1.9
C 0.787 1.670 0.741 -0.3 -2.2 0.2
C 1.495 0.853 1.697 -0.3 -0.5 -0.1
C 1.278 -0.574 1.911 -1.7 0.4 -2.0
C 2.087 -1.385 2.978 -0.5 1.4 0.3
C 3.636 -1.296 2.807 0.9 -0.9 0.5
F 4.162 -0.333 1.936 -1.9 -0.6 0.1
O 4.273 -0.958 4.062 1.2 -0.2 -1.4
S 5.913 -1.006 3.694 4.2 0.0 2.2
O 6.533 0.275 3.440 -2.3 -0.8 -1.4
O 6.725 -1.642 4.724 -2.5 -0.6 -0.9
O 5.837 -2.060 2.408 -0.8 2.0 1.4
C 4.460 -2.594 2.394 2.7 -0.5 -1.0
O 4.559 -3.622 3.356 -1.5 0.3 -0.6
C 4.356 -3.138 0.921 -1.0 -0.4 -0.9
C 2.901 -3.447 0.440 0.4 -0.3 -0.6
F 4.903 -2.239 -0.029 -0.4 -0.6 1.1
H -1.316 -2.778 1.171 1.1 0.2 0.1
H 0.178 -3.229 0.286 -0.3 0.4 0.9
H 0.157 -3.209 2.114 -0.2 0.5 -0.8
H -1.267 -0.878 -0.504 0.6 0.5 0.5
H -0.763 1.669 -0.859 0.3 -0.9 0.7
H 1.088 2.744 0.685 -0.5 -1.1 -0.2
H 2.286 1.325 2.333 -0.8 -0.3 -0.7
H 1.854 -0.887 3.963 0.4 -0.5 -0.9
H 1.714 -2.435 3.094 0.7 0.9 -0.4
H 5.442 -4.041 3.264 -0.7 0.5 -0.1
H 4.957 -4.082 0.813 -0.3 1.0 0.6
H 2.996 -4.185 -0.405 -0.2 0.7 0.8
H 2.257 -3.919 1.223 0.7 0.5 -0.6
H 2.425 -2.531 -0.002 0.4 -0.7 0.8
C 1.461 7.366 -2.442 -0.2 0.3 -0.1
O 1.917 6.033 -2.202 -0.1 -0.1 -0.1
C 3.095 5.956 -1.582 0.2 -0.3 0.1
O 3.768 6.886 -1.224 -0.1 -0.1 -0.1
O 3.396 4.657 -1.424 -0.2 0.3 -0.1
C 4.637 4.428 -0.761 0.4 -0.2 0.2
H 0.500 7.299 -2.948 0.1 -0.2 0.0
H 1.322 7.900 -1.501 0.2 0.0 -0.1
H 2.158 7.900 -3.088 0.0 0.0 0.2
H 4.616 4.841 0.248 0.1 0.1 -0.1
H 5.462 4.852 -1.333 -0.1 0.1 0.1
H 4.784 3.351 -0.689 -0.3 0.0 -0.1
C -0.307 4.193 -3.768 0.3 0.0 0.1
O -1.674 3.792 -3.873 -0.2 0.0 -0.1
C -2.387 4.500 -4.756 -0.1 -0.1 0.1
O -1.975 5.406 -5.433 0.0 -0.1 0.1
O -3.638 4.024 -4.755 0.2 0.0 0.1
C -4.519 4.692 -5.659 -0.4 0.1 -0.2
H 0.175 3.560 -3.026 -0.3 -0.1 0.0
H 0.204 4.061 -4.723 -0.1 0.2 0.0
H -0.238 5.226 -3.432 0.0 -0.1 -0.2
H -4.172 4.581 -6.687 0.1 0.1 0.1
H -4.614 5.746 -5.396 0.1 0.0 -0.1
H -5.499 4.225 -5.572 0.2 -0.1 0.2
C -10.069 3.487 -7.603 0.1 -0.1 -0.3
O -10.782 3.984 -6.471 0.1 0.1 0.2
C -9.999 4.380 -5.461 -0.2 0.0 0.0
O -8.795 4.347 -5.443 -0.1 0.0 0.0
O -10.787 4.819 -4.473 0.0 -0.1 -0.2
C -10.081 5.277 -3.320 0.1 0.1 0.3
H -10.804 3.199 -8.352 -0.1 0.1 0.2
H -9.428 4.262 -8.025 0.1 -0.1 0.1
H -9.484 2.608 -7.334 0.1 0.1 0.0
H -9.440 6.123 -3.572 0.1 -0.2 0.0
H -9.496 4.469 -2.881 0.1 0.1 -0.1
H -10.820 5.606 -2.592 -0.1 -0.1 -0.2
C 7.759 -5.555 2.785 0.1 0.3 0.0
O 7.110 -6.823 2.694 -0.1 -0.1 0.0
C 7.532 -7.721 3.595 -0.1 -0.1 0.0
O 8.377 -7.539 4.431 -0.1 0.0 -0.1
O 6.848 -8.854 3.401 0.0 0.2 -0.1
C 7.197 -9.908 4.298 0.0 -0.3 0.2
H 7.340 -4.911 2.011 -0.1 -0.2 -0.1
H 7.573 -5.094 3.757 0.2 -0.1 0.0
H 8.830 -5.656 2.606 0.0 0.0 0.2
H 6.988 -9.621 5.329 0.2 0.1 -0.1
H 8.245 -10.183 4.180 0.0 0.1 0.1
H 6.582 -10.770 4.046 -0.1 0.2 -0.2
C -4.333 -2.752 5.548 0.1 0.0 0.4
O -4.239 -2.522 4.143 -0.1 0.0 -0.2
C -5.339 -2.855 3.456 0.1 0.1 -0.1
O -6.350 -3.313 3.922 0.1 0.1 -0.1
O -5.120 -2.591 2.162 0.1 0.0 0.2
C -6.220 -2.901 1.307 -0.2 -0.1 -0.3
H -3.389 -2.446 5.996 0.0 0.0 -0.3
H -5.134 -2.153 5.983 -0.1 -0.2 -0.1
H -4.489 -3.811 5.756 -0.1 0.1 0.0
H -7.095 -2.308 1.576 0.0 -0.1 0.1
H -6.451 -3.966 1.346 -0.1 0.1 0.1
H -5.928 -2.646 0.290 0.2 0.1 0.2